No. 1
Computed, not measured: C10H16Cl3NO4W as an isolated structure, with ωB97M-V/def2-TZVPD.

Its HOMO energy (alpha / beta) is -0.63 / -0.77 eV. The value obtained for the largest force on an atom is 9.86 eV/Å. The relative energy (zero: lowest compared OMol25 entry of this formula, charge and spin) is 90.4 kcal/mol. The calculated total energy is -2193.93651 Eh.

The geometry in ORCA input format:
```
! wB97M-V def2-TZVPD RIJCOSX def2/J DEFGRID3
* xyz -2 3
H 0.241 -1.210 -3.172
C 1.746 1.103 -2.151
Cl -1.372 1.805 -1.719
H -0.013 -2.671 -2.241
C 0.636 -1.812 -2.358
H 2.820 0.961 -2.290
C 1.925 1.899 0.867
O -4.736 1.780 -0.693
C 1.280 0.278 -1.013
C 0.048 -2.873 0.590
H 3.013 1.840 0.789
O -2.231 -0.526 1.292
Cl -1.161 2.069 1.482
H 0.109 -1.262 2.970
H 0.606 0.411 3.067
N -4.317 0.878 -0.035
C 0.844 -0.546 2.616
O -2.975 0.605 -0.024
H -2.741 -1.259 0.915
C 0.750 -1.029 -1.105
Cl -0.404 5.361 0.369
O -5.068 0.217 0.615
H 0.913 -3.534 0.659
H 1.826 -0.862 2.975
H -0.457 -2.885 1.550
W -1.015 0.206 -0.008
C 0.847 -0.460 1.134
H 1.593 2.763 0.298
H -0.633 -3.284 -0.150
C 0.485 -1.502 0.225
H 1.626 -2.167 -2.651
H 1.249 0.829 -3.075
H 1.667 2.072 1.905
C 1.332 0.644 0.351
H 1.567 2.160 -1.979
*
```

---

No. 2
Computed, not measured: C18H24N6O5ReS2Se3 as an isolated structure, with ωB97M-V/def2-TZVPD.

Its HOMO energy (alpha / beta) is -7.75 / -7.64 eV. The value obtained for the largest force on an atom is 1.94 eV/Å. The relative energy (zero: lowest compared OMol25 entry of this formula, charge and spin) is 1.6 kcal/mol. The calculated total energy is -9484.04968 Eh.

The geometry in ORCA input format:
```
! wB97M-V def2-TZVPD RIJCOSX def2/J DEFGRID3
* xyz 0 2
N -0.984 -1.876 1.453
O -0.467 -5.329 1.133
C -3.233 -3.936 -0.928
O -3.116 -2.642 -0.609
H -1.885 -1.989 1.909
H 0.454 3.048 2.197
C -4.102 -0.646 1.400
H 0.917 -2.728 1.526
H -1.024 1.275 0.946
C 0.749 2.028 -1.849
C 2.875 -2.076 -1.725
C -1.463 1.857 0.137
H 4.708 3.898 -0.151
S 3.283 -1.027 -0.410
Se -3.465 -0.080 -0.343
H 3.631 -2.531 -2.337
C 1.593 -0.813 -0.053
C -1.461 -1.879 -3.890
C 2.831 4.743 0.466
H -3.354 -0.470 2.171
H -4.346 -1.700 1.308
H 0.909 5.288 1.266
C 2.299 2.214 1.518
N 3.108 5.998 -0.019
H 1.020 -2.828 -2.542
H 3.851 6.098 -0.687
N 0.808 -1.520 -0.881
H 2.349 6.649 -0.118
H -3.386 1.963 1.150
H 4.234 1.670 0.790
H -4.998 -0.075 1.634
C 1.629 4.489 1.139
H -1.079 2.875 0.188
H 1.429 1.909 -1.008
C 1.369 3.236 1.655
C -0.501 -4.165 0.823
H -1.814 -5.594 -0.769
C -0.109 -3.030 1.748
H 0.503 3.075 -2.006
H 1.197 1.614 -2.750
H -1.622 -4.561 -2.207
C 3.500 2.459 0.867
S 1.914 0.590 2.072
C 3.765 3.710 0.345
H -0.543 -1.017 1.796
Se -1.565 -1.864 -5.646
O 3.160 -0.115 2.246
N -0.938 -3.698 -0.419
C -1.848 -4.572 -1.139
H -0.154 -3.356 2.786
N 1.053 -0.056 0.879
O 0.994 0.709 3.178
Se -0.904 1.059 -1.547
H -3.437 2.417 -0.566
O -4.282 -4.502 -1.031
N -1.367 -1.895 -2.723
C 1.546 -2.230 -1.818
Re -1.255 -1.828 -0.715
C -2.973 1.756 0.163
*
```

---

No. 3
Computed, not measured: one molecule with the formula C15H14BrN5O2S, with ωB97M-V/def2-TZVPD.

Its HOMO energy is -8.25 eV. As for the structure (SMILES): Nc1cc(C(=O)N2CCSCC2)cn2nc(-c3ccc(Br)o3)nc12. The value obtained for the largest force on an atom is 5.05 eV/Å. The calculated total energy is -3976.37516 Eh.

The geometry in ORCA input format:
```
! wB97M-V def2-TZVPD RIJCOSX def2/J DEFGRID3
* xyz 0 1
C -3.999 -4.717 -1.675
C 0.890 2.620 -0.594
C -0.990 -2.644 -1.619
H -0.597 1.192 -2.221
C 1.443 4.709 1.920
N -1.077 -1.505 -2.307
C -1.838 -5.018 -1.358
H 1.767 1.794 1.963
O 1.579 3.420 -1.241
H -1.194 2.558 2.090
Br -5.868 -5.036 -1.681
H -3.407 -6.779 -1.391
H 3.481 -1.746 0.882
C -2.020 -3.704 -1.490
C 2.057 0.253 -0.288
C 1.041 1.184 -0.892
H 0.663 1.247 3.358
C 0.903 1.985 2.527
C 0.021 0.564 -1.643
S 1.267 3.583 3.360
H 1.435 5.667 2.306
N 0.224 -2.789 -0.958
H 0.166 5.235 0.229
N 0.213 3.077 0.590
H -0.752 4.644 1.652
N 2.596 -1.953 0.463
H 2.383 4.618 1.241
N -0.066 -0.819 -1.841
C -0.289 2.158 1.590
O -3.379 -3.490 -1.694
C 0.158 4.505 1.074
C 1.898 -1.049 -0.348
H -0.587 1.267 1.106
C -3.089 -5.742 -1.379
H -0.871 -5.495 -1.364
H 2.250 -2.906 0.357
H 2.851 0.722 0.342
C 0.739 -1.609 -1.069
*
```

---

> Number 3 is which compound?

C15H14BrN5O2S

---

> Among the records above, which one has the lowest calculated total energy?

C18H24N6O5ReS2Se3

---

Copy entry 3 word for word.
Computed, not measured: one molecule with the formula C15H14BrN5O2S, with ωB97M-V/def2-TZVPD.

Its HOMO energy is -8.25 eV. As for the structure (SMILES): Nc1cc(C(=O)N2CCSCC2)cn2nc(-c3ccc(Br)o3)nc12. The value obtained for the largest force on an atom is 5.05 eV/Å. The calculated total energy is -3976.37516 Eh.

The geometry in ORCA input format:
```
! wB97M-V def2-TZVPD RIJCOSX def2/J DEFGRID3
* xyz 0 1
C -3.999 -4.717 -1.675
C 0.890 2.620 -0.594
C -0.990 -2.644 -1.619
H -0.597 1.192 -2.221
C 1.443 4.709 1.920
N -1.077 -1.505 -2.307
C -1.838 -5.018 -1.358
H 1.767 1.794 1.963
O 1.579 3.420 -1.241
H -1.194 2.558 2.090
Br -5.868 -5.036 -1.681
H -3.407 -6.779 -1.391
H 3.481 -1.746 0.882
C -2.020 -3.704 -1.490
C 2.057 0.253 -0.288
C 1.041 1.184 -0.892
H 0.663 1.247 3.358
C 0.903 1.985 2.527
C 0.021 0.564 -1.643
S 1.267 3.583 3.360
H 1.435 5.667 2.306
N 0.224 -2.789 -0.958
H 0.166 5.235 0.229
N 0.213 3.077 0.590
H -0.752 4.644 1.652
N 2.596 -1.953 0.463
H 2.383 4.618 1.241
N -0.066 -0.819 -1.841
C -0.289 2.158 1.590
O -3.379 -3.490 -1.694
C 0.158 4.505 1.074
C 1.898 -1.049 -0.348
H -0.587 1.267 1.106
C -3.089 -5.742 -1.379
H -0.871 -5.495 -1.364
H 2.250 -2.906 0.357
H 2.851 0.722 0.342
C 0.739 -1.609 -1.069
*
```

---

What did the first record say?
Computed, not measured: C10H16Cl3NO4W as an isolated structure, with ωB97M-V/def2-TZVPD.

Its HOMO energy (alpha / beta) is -0.63 / -0.77 eV. The value obtained for the largest force on an atom is 9.86 eV/Å. The relative energy (zero: lowest compared OMol25 entry of this formula, charge and spin) is 90.4 kcal/mol. The calculated total energy is -2193.93651 Eh.

The geometry in ORCA input format:
```
! wB97M-V def2-TZVPD RIJCOSX def2/J DEFGRID3
* xyz -2 3
H 0.241 -1.210 -3.172
C 1.746 1.103 -2.151
Cl -1.372 1.805 -1.719
H -0.013 -2.671 -2.241
C 0.636 -1.812 -2.358
H 2.820 0.961 -2.290
C 1.925 1.899 0.867
O -4.736 1.780 -0.693
C 1.280 0.278 -1.013
C 0.048 -2.873 0.590
H 3.013 1.840 0.789
O -2.231 -0.526 1.292
Cl -1.161 2.069 1.482
H 0.109 -1.262 2.970
H 0.606 0.411 3.067
N -4.317 0.878 -0.035
C 0.844 -0.546 2.616
O -2.975 0.605 -0.024
H -2.741 -1.259 0.915
C 0.750 -1.029 -1.105
Cl -0.404 5.361 0.369
O -5.068 0.217 0.615
H 0.913 -3.534 0.659
H 1.826 -0.862 2.975
H -0.457 -2.885 1.550
W -1.015 0.206 -0.008
C 0.847 -0.460 1.134
H 1.593 2.763 0.298
H -0.633 -3.284 -0.150
C 0.485 -1.502 0.225
H 1.626 -2.167 -2.651
H 1.249 0.829 -3.075
H 1.667 2.072 1.905
C 1.332 0.644 0.351
H 1.567 2.160 -1.979
*
```